130
Properties=species:S:1:pos:R:3 method="wB97M-V/def2-TZVPD" total_charge=0 gap_ev=8.117 mol_weight_g_mol=876.2
H -6.463 6.065 0.119
C -0.887 8.558 2.661
C -0.588 -8.471 0.433
H 9.947 -0.259 0.833
N 3.953 4.621 -3.884
C 0.318 -0.370 -1.001
N -0.910 7.226 2.304
H -8.152 -1.919 -4.091
C 3.870 3.484 6.619
C 1.240 -3.355 7.062
N -4.833 2.602 5.908
H 4.149 3.142 -1.021
H 0.963 -7.099 -0.370
H -6.988 0.226 -7.650
H -7.013 1.607 7.812
C 0.685 -0.893 0.259
C -0.910 0.268 -0.878
H 5.342 6.123 5.455
H -0.020 0.183 -8.531
H 0.480 -1.663 8.237
C -0.179 1.330 -10.342
C -7.074 1.471 6.733
H 5.755 3.775 -1.347
N -6.843 0.672 -5.599
N -9.282 6.298 1.571
N -0.399 -0.655 1.133
C -1.393 -0.001 0.369
C -5.848 2.103 6.246
H -1.250 -7.868 1.037
H 2.253 1.568 -8.029
H 7.242 -9.447 6.021
C 6.191 -7.411 3.887
H -4.378 6.553 -4.179
H 2.584 -4.397 -5.636
C 0.250 -2.531 7.636
C -7.171 5.304 0.448
C 0.660 -4.414 6.445
H -1.131 8.874 3.664
H 3.555 -5.933 -5.931
H 0.654 -11.360 -0.609
C -7.305 -1.699 1.213
C -6.651 -2.970 0.806
C 1.594 1.719 -8.871
C -5.064 6.022 -6.244
C 1.624 2.600 -9.926
H 5.926 -6.418 3.553
H -7.667 4.779 -0.369
C 0.363 -10.366 -0.303
H 2.381 3.206 4.914
H 4.058 -4.253 -6.424
H -7.489 -3.626 0.569
N -0.669 -4.246 6.582
C 6.585 -7.604 5.203
C -7.796 -1.211 -4.825
H -1.972 -2.795 7.327
N 3.793 4.842 4.889
C 3.563 -4.873 -5.677
C 0.609 -8.099 -0.169
H 5.491 4.471 7.692
N 0.563 2.356 -10.822
H 6.827 -6.885 5.971
H -7.971 2.033 6.476
N 6.835 -8.953 5.240
C 0.380 0.976 -9.144
H -1.077 0.993 -10.838
N -7.765 -0.694 1.523
C -0.754 9.253 1.523
C -4.497 5.257 -7.256
H 2.287 -3.226 7.292
N 4.626 -4.446 -3.312
H 0.399 2.980 -11.600
C 4.198 -4.625 -4.405
N 7.864 0.915 3.052
H -1.454 0.866 -1.593
H -0.328 6.132 0.491
H -4.806 5.101 -8.279
H 2.293 3.431 -10.093
N 1.214 -9.291 -0.546
C 4.827 4.421 6.842
C 8.979 1.069 2.268
H -2.244 4.998 -4.960
C 4.368 4.001 -3.034
H -0.818 10.325 1.408
H -1.386 -4.819 6.161
C 4.760 5.262 5.749
N -3.268 4.812 -6.811
H -0.001 8.554 -0.435
C 4.897 3.280 -1.801
C -0.452 7.054 1.038
C -7.894 -1.240 -6.214
H -2.299 0.320 0.862
C -4.200 6.028 -5.107
H -8.313 -2.023 -6.830
H 6.862 -10.626 3.859
C 6.653 -9.578 4.018
H -6.613 4.741 1.196
H 9.545 1.984 2.173
C -0.283 8.339 0.585
H 6.558 -0.693 3.467
C 8.246 -1.024 2.021
H 8.054 -2.041 1.714
H -6.990 0.440 -3.508
C -7.232 0.016 -4.471
H 6.066 -8.865 2.124
C -8.335 5.883 1.070
H 7.556 1.605 3.722
H -6.051 -2.852 -0.096
H 3.516 5.211 3.990
H -7.227 0.400 6.596
C 6.339 -8.592 3.133
C -0.771 -9.821 0.281
H -6.059 -3.373 1.628
H -0.393 -0.846 2.125
H 5.217 2.256 -1.994
H 0.839 -0.427 -1.945
C -3.125 5.266 -5.524
H -6.044 6.440 -6.421
C 7.427 -0.374 2.911
C -0.932 -3.080 7.262
H 1.013 -5.352 6.042
H 1.562 -1.448 0.561
H -2.547 4.270 -7.267
C 3.169 3.726 5.438
H -6.367 1.541 -5.794
H 3.600 2.644 7.242
C -7.237 -0.120 -6.658
H 2.107 -9.364 -1.012
H -1.135 6.438 2.895
C 9.146 -0.077 1.534
H -1.675 -10.348 0.549

***

150
Properties=species:S:1:pos:R:3 method="wB97M-V/def2-TZVPD" total_charge=0 gap_ev=7.319 smiles="O=C1C=C(O)C(=O)C=C1O.O=C1C=C(O)C(=O)C=C1O.O=C1C=C(O)C(=O)C=C1O.O=C1C=C(O)C(=O)C=C1O.O=C1C=C(O)C(=O)C=C1O.COCCOC.COCCOC.COCCOC.COCCOC.COCCOC" mol_weight_g_mol=1151.1
C -6.153 -0.462 -5.674
H 5.815 -0.736 -5.523
H 2.566 -5.076 5.136
H 4.109 6.534 1.242
H 1.537 5.610 2.428
C 3.622 -3.946 3.672
C -6.391 -1.933 -5.494
C -6.197 3.182 0.230
C -5.339 4.536 -4.731
C 2.182 -8.126 1.307
H -0.937 3.602 -4.232
H -0.031 -5.620 4.707
C 2.490 6.128 2.567
C -0.569 -5.310 1.459
C 1.070 2.191 4.446
H -0.016 -6.180 1.081
H 1.145 -8.368 1.535
C -0.085 -0.040 -1.995
O -1.584 2.968 -3.876
C -6.572 1.130 1.600
C 1.475 0.055 0.527
H -1.323 2.036 -2.191
O -1.032 -3.022 0.909
C 4.179 -1.611 4.343
H 5.922 -0.355 -1.397
H 3.587 4.893 1.091
C -5.133 1.010 1.643
C 3.731 -4.814 -1.019
C 4.119 -2.574 3.248
C 4.758 -0.474 -5.502
H -4.645 1.094 -5.643
C 4.126 -0.637 -4.125
C -0.249 1.006 -0.913
C -4.250 5.130 -5.260
H -2.532 2.224 0.462
H 1.660 4.256 0.131
H -8.709 1.846 1.464
C 3.498 0.877 -7.027
H -1.107 -6.472 3.620
O -2.967 1.672 1.139
H -6.628 3.992 -0.350
C -4.006 -2.240 -4.950
C 3.208 5.914 1.225
C -4.279 1.865 1.039
O -6.991 0.387 -5.905
H -1.528 4.628 8.487
C -3.880 2.997 -3.445
H -2.294 3.124 7.971
H -0.730 -4.550 -0.527
H 1.004 5.392 -1.112
C -7.087 2.321 0.756
O 2.110 0.160 1.550
O 2.431 6.171 0.064
H 2.842 -1.685 0.763
C 1.600 -1.005 -0.498
H 6.011 -1.724 -2.394
H 3.114 -0.207 -4.182
H 4.496 -1.269 -1.531
H 2.778 -8.556 2.123
H 1.191 9.021 3.156
H 0.648 1.665 3.591
H -1.598 -2.336 -0.982
H 1.434 8.552 1.436
H 0.251 5.388 7.048
O -6.178 2.910 -3.261
C -5.361 -2.711 -5.145
O -0.576 -0.082 -3.097
H 1.983 4.102 6.188
O -0.199 -4.897 2.746
C -5.194 3.455 -3.756
H 2.612 0.400 -6.590
H 2.849 -0.935 7.072
C -0.141 -5.945 3.676
O 4.580 -2.376 2.148
O 2.433 -1.986 -0.068
C 4.069 -8.389 -0.089
H -4.720 0.165 2.181
O -7.650 -2.384 -5.566
H -0.673 5.448 5.566
O -3.117 -2.983 -4.581
C 3.638 -1.818 5.545
H 4.761 -4.742 2.375
H 0.521 5.545 0.596
O 1.007 3.605 4.346
C -0.103 4.771 6.209
H -7.162 4.626 -4.384
H 1.052 -1.911 -2.298
C -1.807 4.034 7.612
H 5.495 -6.932 -0.747
C 2.912 -4.113 4.787
C 5.329 -0.906 -2.136
O -1.941 5.306 -5.436
C -0.400 -4.182 0.450
H 3.824 -1.669 -3.919
C 1.297 8.190 2.460
H 4.668 -8.838 0.708
H 0.427 1.944 5.295
H 2.052 1.730 4.575
C 1.333 5.279 -0.083
O -4.011 3.985 -0.025
O 2.684 -8.531 0.064
C 2.873 -3.074 5.863
H 0.618 -6.683 3.387
C 0.377 1.012 0.266
C -1.985 -2.481 0.033
H 2.261 -7.034 1.390
C -2.882 4.715 -4.955
H -1.590 -5.718 1.473
H -1.939 -1.099 -4.759
C -2.820 3.485 -4.103
H -2.845 -3.157 -0.058
H 4.337 -1.268 -6.141
H -5.539 -3.753 -4.903
O 3.647 -6.227 -1.198
H 2.736 -4.422 -0.804
O -1.120 1.989 -1.239
C 4.484 -6.950 -0.310
H -4.388 5.981 -5.914
H 4.432 -4.579 -0.220
O -2.471 -0.417 -5.202
H -3.753 2.206 -2.719
H -2.562 4.533 6.991
O 4.558 0.771 -6.113
H 0.319 7.696 2.385
O 3.575 -0.826 6.443
O -0.746 3.645 6.776
H 3.110 5.575 3.273
H 3.727 0.341 -7.956
H -2.473 -1.531 0.257
H 0.248 1.886 0.890
O -8.418 2.402 0.717
H 4.358 -8.902 -1.007
H 4.731 -0.689 4.202
C -3.752 -0.803 -5.235
H -7.685 -3.345 -5.501
H 4.669 -6.388 0.614
O -6.572 4.927 -5.098
C 1.180 4.373 5.492
H 4.022 -4.337 -1.958
O 3.922 -4.941 2.813
H 3.283 1.912 -7.280
O 5.039 -0.046 -3.210
C 0.885 -1.087 -1.617
C -4.769 3.128 0.383
O 2.253 -3.282 6.871
H 0.669 -3.968 0.332
C -4.762 0.025 -5.559
O -7.342 0.260 1.945
O 2.342 7.441 3.026
H 1.595 5.311 5.097

***

128
Properties=species:S:1:pos:R:3 method="wB97M-V/def2-TZVPD" total_charge=-2 multiplicity=4 gap_ev="3.973 / 5.653" mol_weight_g_mol=1182.4
H -4.925 3.603 -3.769
H -1.196 3.225 4.733
H -2.509 -3.226 3.689
H 1.766 2.026 -3.231
C 0.265 0.474 -3.424
H 5.557 2.357 -2.337
C -1.643 5.148 2.596
C -5.778 -0.259 1.753
H 2.337 0.454 -2.656
H -2.965 -0.168 3.510
H -3.985 -0.715 0.663
C -3.316 -0.753 -2.453
H 0.732 -2.106 4.256
H 2.804 -3.042 -2.207
C 4.229 -0.208 -0.525
C 6.021 0.282 -2.647
C 4.636 -4.927 2.282
H -3.350 -1.720 -4.959
Si -0.463 -1.000 -2.305
H -3.648 -3.193 -3.170
H -2.460 4.972 0.255
C -2.341 -1.410 -4.633
H -3.915 1.924 -2.362
C -3.578 5.623 -1.426
H 4.691 -2.278 -0.880
C 2.155 -2.152 -2.243
C -1.500 2.465 4.005
H -3.801 -2.400 2.768
H 4.979 -5.926 2.526
H 4.403 -0.812 3.786
C -2.619 -3.035 -2.805
H 5.046 3.200 5.116
H -4.029 -3.668 0.843
H -6.149 -1.278 1.707
C 0.748 -3.222 -3.946
H 4.037 4.046 3.014
H 1.125 -2.544 -4.710
H 1.020 1.069 -5.377
H -2.539 2.181 4.203
C -4.041 1.363 1.186
H 0.883 4.234 1.274
C -4.560 0.065 1.152
H -3.311 -0.882 -1.371
C 0.658 3.328 1.848
C 5.381 1.338 -2.013
C 5.092 -2.586 1.945
H 1.144 -0.460 4.848
H 1.639 -0.489 -4.836
H 6.707 0.469 -3.465
H -1.622 -2.032 -5.174
H 1.421 -4.097 -3.930
H 2.596 -5.527 1.971
H 2.204 -1.657 -1.274
H -1.306 5.809 1.792
C -3.784 2.953 -2.074
C 4.500 1.091 -0.966
H -1.720 1.293 -3.997
H 0.982 2.462 1.271
C -2.989 4.645 -0.623
Se 0.240 -0.352 2.426
H 1.816 -3.245 1.412
C 3.767 0.704 2.398
H -2.199 -0.382 -4.960
C 5.535 -3.864 2.272
C 1.465 1.106 -2.699
H -4.734 6.017 -3.199
C 4.785 1.137 4.568
H -6.581 2.790 2.983
H -2.977 -4.816 1.722
C -0.790 1.588 -3.508
H -0.376 2.436 -4.078
H 5.205 0.754 5.491
C 4.139 2.980 3.179
Ge 3.074 -0.566 1.047
C 3.750 -2.340 1.634
C -3.014 -4.055 0.941
H -4.307 -1.043 -2.846
C 5.764 -1.018 -2.229
H -0.871 1.579 4.129
Ge -1.291 3.217 2.184
H -1.994 -3.787 -3.276
C -4.277 5.264 -2.568
C -2.219 -1.584 -3.111
H -2.706 -4.499 -0.005
H -2.700 5.357 2.799
H 0.231 -3.212 -0.516
H 6.579 -4.032 2.511
H 6.245 -1.854 -2.723
H -2.066 -1.101 4.826
H 1.204 1.374 -1.673
H -7.453 0.468 2.893
C 0.722 -2.570 -2.550
C 2.863 -3.419 1.651
C -6.018 2.018 2.467
H 5.807 -1.768 1.922
C -2.508 -1.093 3.837
Ge -2.257 1.793 0.296
C -3.060 3.273 -0.913
C -2.768 -2.338 3.117
C 4.697 2.506 4.359
Se -1.774 -2.600 1.365
C 3.678 2.087 2.217
C -4.807 2.330 1.856
H 1.226 3.356 2.785
H 4.001 1.936 -0.509
C 1.182 -0.739 0.847
Pd -0.606 0.037 -0.101
H -3.488 6.668 -1.148
C -4.378 3.915 -2.884
H -0.012 -0.364 -5.452
H -0.224 -3.573 -4.280
C -6.511 0.716 2.417
H -2.629 -3.223 -1.730
C 4.880 -1.255 -1.182
H -1.064 5.381 3.498
H 3.206 2.489 1.331
H 2.243 -1.323 3.744
C 0.745 0.139 -4.849
H 2.571 -1.478 -2.994
H 1.243 -4.346 -1.413
H -0.483 -4.249 -1.760
C 3.301 -4.703 1.970
H -3.160 0.304 -2.633
C 1.207 -1.156 4.012
H -4.446 3.355 1.899
C 0.391 -3.653 -1.503
C 4.321 0.251 3.600
H -1.052 1.948 -2.511